Formula: C3H8N2O
Source: OMol25
Level of theory: ωB97M-V/def2-TZVPD

The energy relative to the best compared isomer or geometry (same formula, charge and spin) is 1.7190 eV. For the orbital gap, the calculation gives 0.37508 Eh. Its structure (SMILES) is C=NC.NC=O. As for the net charge: 0. The value obtained for the calculated total energy is -303.82896 hartree.

Atoms and positions in Å:
O 0.45064 -1.68595 -0.14496
N -1.28667 -2.16863 -1.50256
N -0.10396 2.10825 1.01740
C 1.25716 2.47557 0.63685
C -0.28081 0.94641 1.45284
C -0.04538 -1.68916 -1.24480
H 0.47846 0.16727 1.52471
H 1.52572 2.00667 -0.30812
H -1.78430 -2.08200 -2.37309
H -1.85775 -2.46307 -0.72465
H 1.31483 3.56204 0.63694
H -1.28628 0.65084 1.75189
H 0.46466 -1.33404 -2.16023
H 1.98687 2.05997 1.33963